18
Properties=species:S:1:pos:R:3 method="wB97M-V/def2-TZVPD" total_energy_ha=-1029.00815 charge=0 homo_lumo_gap_ha="0.064 / 0.056"
O -1.900 -1.648 -3.589
C -1.928 -1.323 -2.363
O -2.870 -1.757 -1.630
O -0.948 -0.603 -1.891
C -0.767 -0.547 -0.466
O 0.685 0.162 1.195
C 1.505 1.288 1.993
C 0.525 0.194 -0.181
O 1.689 2.343 1.218
O 2.582 0.626 2.402
Mg -3.630 -2.620 -3.276
Ag 4.105 1.915 1.083
H -0.732 -1.567 -0.060
H -1.614 -0.012 -0.017
H 1.358 -0.320 -0.695
H 0.444 1.207 -0.614
O 0.725 1.697 3.134
H 0.771 0.965 3.756